1.
A molecular structure, C14H14BCl2F4NO2STi at a distorted geometry. Source: the OMol25 dataset; level of theory: ωB97M-V with the def2-TZVPD basis set.

Computed properties:
Highest occupied orbital energy (spin up / spin down) in eV: -2.37 / -2.34
Net charge: -1
Multiplicity: 2
Orbital gap (spin up / spin down) in eV: 4.61 / 4.53

```
40
Properties=species:S:1:pos:R:3:mulliken_charge:R:1
Ti -0.02 0.49 0.04 0.4625
O 0.42 -0.23 1.63 -0.2730
N -0.28 -1.15 2.30 0.3742
C 0.22 -1.56 3.49 -0.2902
C -0.33 -2.61 4.16 -0.7732
C -1.44 -3.27 3.61 -0.0604
C -1.94 -2.84 2.41 -0.8949
C -1.35 -1.77 1.71 0.6700
S -1.88 -1.20 0.20 -0.3463
H 1.07 -0.99 3.84 0.4662
H 0.08 -2.91 5.11 0.3912
H -1.91 -4.09 4.13 0.3876
H -2.80 -3.31 1.95 0.4007
F -1.15 1.83 1.19 -0.2932
B -1.90 2.46 0.11 0.5564
F -1.27 1.92 -1.07 -0.3884
F -1.76 3.82 0.17 -0.3202
F -3.20 2.04 0.18 -0.3615
Cl 1.54 2.17 -0.11 -0.5331
C 4.39 0.38 0.10 -0.7373
Cl 3.11 -0.41 0.86 0.1231
H 4.69 1.32 0.54 0.3081
H 4.47 0.24 -0.96 0.3181
C 0.34 -0.52 -3.85 -1.6097
C 0.68 -1.04 -2.47 0.3042
O 0.39 -0.27 -1.47 0.0586
C 1.28 -2.32 -2.28 0.6645
C 1.77 -3.11 -3.35 -0.6740
C 2.41 -4.30 -3.12 -0.5622
C 2.61 -4.77 -1.82 -0.4735
C 2.11 -4.04 -0.75 -0.7664
C 1.45 -2.85 -0.97 0.2796
H -0.23 0.40 -3.73 0.3306
H -0.25 -1.26 -4.40 0.3869
H 1.24 -0.31 -4.43 0.3217
H 1.65 -2.75 -4.37 0.3133
H 2.80 -4.88 -3.95 0.3484
H 3.14 -5.70 -1.65 0.3574
H 2.25 -4.40 0.26 0.3725
H 1.03 -2.30 -0.15 0.1618
```



2.
6 unconnected molecules or ions with the total composition C22H51BF3IN9O6 at a distorted geometry. Source: the OMol25 dataset; level of theory: ωB97M-V with the def2-TZVPD basis set.

Computed properties:
Highest occupied orbital energy in eV: -10.13
Net charge: +1
Orbital gap in eV: 6.83

```
93
Properties=species:S:1:pos:R:3:mulliken_charge:R:1
N -1.56 -5.53 1.98 -0.4558
B -1.66 -4.63 0.87 0.1074
O -0.82 -3.57 0.76 -0.4057
N -2.69 -4.87 -0.22 0.0157
C -3.55 -4.02 -0.73 -0.0619
N -4.44 -4.53 -1.67 -0.2809
C -5.80 -4.93 -1.19 -0.8213
C -5.82 -5.54 0.22 -0.4897
C -6.26 -4.54 1.30 -0.8646
I -7.85 -5.36 2.50 0.0620
N -3.55 -2.74 -0.30 0.0384
C -4.50 -1.77 -0.93 -0.8542
C -4.30 -0.41 -0.31 -1.1747
C -5.01 -0.20 1.02 0.9271
F -5.69 0.96 1.02 -0.2877
F -5.91 -1.19 1.31 -0.2655
F -4.10 -0.18 2.03 -0.3169
H -1.10 -6.38 1.64 0.3439
H -2.49 -5.84 2.27 0.2551
H -0.65 -3.36 -0.16 0.3350
H -2.77 -5.81 -0.58 0.4211
H -4.51 -3.91 -2.46 0.3347
H -6.51 -4.12 -1.25 0.3773
H -6.15 -5.69 -1.88 0.3951
H -6.56 -6.32 0.18 0.6561
H -4.89 -6.02 0.48 0.2679
H -6.70 -3.65 0.88 0.2564
H -5.49 -4.29 2.01 0.4121
H -2.63 -2.32 -0.39 0.3046
H -5.52 -2.12 -0.81 0.3447
H -4.27 -1.70 -1.99 0.5535
H -3.25 -0.19 -0.16 0.4353
H -4.65 0.33 -1.02 0.4396
C -0.19 3.28 2.00 -1.4819
C -1.35 2.33 1.88 1.0072
O -1.71 1.86 0.80 -0.6524
N -2.02 1.99 3.00 -0.0176
C -1.78 2.41 4.37 -0.9442
H 0.23 3.46 1.02 0.1842
H -0.53 4.24 2.41 0.4047
H 0.58 2.87 2.65 0.4675
H -2.78 1.36 2.82 0.1203
H -1.57 1.54 5.00 0.2937
H -2.66 2.91 4.77 0.2973
H -0.94 3.09 4.42 0.3619
C -1.36 5.56 -0.69 -1.3966
C 0.13 5.59 -0.95 0.8763
O 0.94 5.59 -0.03 -0.6570
N 0.53 5.60 -2.25 0.0389
C -0.31 5.58 -3.43 -0.9676
H -1.52 5.55 0.38 0.2102
H -1.85 6.44 -1.11 0.4723
H -1.82 4.66 -1.12 0.3642
H 1.54 5.63 -2.39 0.2054
H -0.08 4.70 -4.04 0.2738
H -0.13 6.47 -4.03 0.2902
H -1.36 5.55 -3.16 0.3916
C 5.31 7.16 -3.67 -1.3151
C 4.37 6.05 -3.27 0.8308
O 3.40 6.26 -2.55 -0.7280
N 4.64 4.81 -3.72 -0.0976
C 5.76 4.38 -4.55 -0.8915
H 4.96 8.09 -3.22 0.2962
H 6.32 6.95 -3.31 0.2585
H 5.33 7.27 -4.75 0.4033
H 3.99 4.11 -3.41 0.2045
H 5.38 3.93 -5.47 0.3256
H 6.35 3.65 -4.01 0.2868
H 6.39 5.22 -4.81 0.3176
C 8.93 6.29 -1.21 -1.4925
C 7.87 5.22 -1.27 0.8189
O 7.61 4.63 -2.31 -0.6074
N 7.20 4.93 -0.13 -0.1367
C 7.36 5.52 1.18 -0.8440
H 9.37 6.40 -2.19 0.3125
H 8.50 7.24 -0.90 0.3870
H 9.72 6.01 -0.50 0.4628
H 6.50 4.21 -0.25 0.2165
H 7.63 4.76 1.91 0.2906
H 6.43 5.99 1.50 0.2836
H 8.14 6.28 1.17 0.3229
C 0.41 -8.57 3.52 -1.2643
C -0.10 -9.06 2.19 0.8803
O -0.64 -8.31 1.38 -0.7179
N 0.06 -10.37 1.90 -0.2097
C 0.67 -11.40 2.72 -0.8565
H 0.21 -7.50 3.60 0.2460
H -0.10 -9.08 4.34 0.3629
H 1.48 -8.73 3.61 0.3560
H -0.30 -10.63 0.99 0.2388
H 1.52 -11.84 2.19 0.2938
H -0.06 -12.19 2.92 0.2941
H 1.01 -11.00 3.66 0.3244
```



3.
2 unconnected molecules or ions with the total composition C4H12S at a distorted geometry. Source: the OMol25 dataset; level of theory: ωB97M-V with the def2-TZVPD basis set.

Computed properties:
Highest occupied orbital energy in eV: -9.05
Net charge: 0
SMILES: CCS.CC
Orbital gap in eV: 10.02

```
17
Properties=species:S:1:pos:R:3:mulliken_charge:R:1
C -2.52 -0.61 -1.23 -0.9227
C -1.53 -1.77 -1.00 -0.4015
S -0.38 -1.45 0.40 -0.2275
H -2.33 -0.26 -2.20 0.2641
H -3.46 -1.05 -1.18 0.3298
H -2.40 0.31 -0.50 0.2783
H -0.72 -2.00 -1.80 0.2725
H -2.22 -2.64 -1.01 0.2987
H -1.30 -1.46 1.34 0.1037
C 2.61 2.56 -0.11 -0.7621
C 2.14 2.35 1.48 -0.6589
H 2.75 1.67 -0.71 0.2752
H 1.87 3.27 -0.66 0.2222
H 3.56 3.16 -0.13 0.2528
H 1.61 1.43 1.59 0.1597
H 1.51 3.14 1.81 0.2792
H 3.05 2.41 2.15 0.2366
```



4.
2 unconnected molecules or ions with the total composition C5H13O3 at a distorted geometry. Source: the OMol25 dataset; level of theory: ωB97M-V with the def2-TZVPD basis set.

Computed properties:
Highest occupied orbital energy in eV: -3.12
Net charge: -1
Orbital gap in eV: 6.63

```
21
Properties=species:S:1:pos:R:3:mulliken_charge:R:1
C 2.21 -0.64 1.04 -0.5700
O 1.99 -2.04 0.83 -0.5606
C 1.17 0.22 0.36 -0.3163
C 0.04 0.72 1.24 -0.5890
C -1.23 1.14 0.49 -0.5224
C -1.86 0.06 -0.41 -0.4242
O -2.05 0.44 -1.70 -0.9387
H 2.20 -0.47 2.14 0.2489
H 3.25 -0.43 0.76 0.3226
H 1.06 -2.17 1.08 0.3350
H 1.65 1.00 -0.22 0.3677
H 0.73 -0.40 -0.42 0.1371
H -0.18 -0.05 2.01 0.2652
H 0.34 1.58 1.86 0.3256
H -0.99 2.08 0.00 0.3195
H -1.93 1.36 1.30 0.3116
H -2.75 -0.34 0.15 0.1797
H -1.23 -0.87 -0.37 0.1294
H -1.50 -0.22 -3.02 0.4663
H -0.02 -0.34 -3.37 0.2617
O -0.88 -0.62 -3.73 -0.7491
```



- Which value of net charge does entry 1 give?
  -1



- Which of these has the highest net charge?
  C22H51BF3IN9O6



- Number 2 is which compound?
  C22H51BF3IN9O6